The following is a DFT calculation (wB97M-V/def2-TZVPD) of an isolated molecule of C5H12N4.

Geometry as XYZ:
```
21
Properties=species:S:1:pos:R:3:forces:R:3:nbo_charge:R:1
C 1.834583 2.869795 0.233291 3.515 0.145 1.566 -0.256
C 1.601132 2.716027 1.753582 -0.628 -1.045 -0.012 -0.281
C -1.810201 -3.207310 -0.642515 -1.115 0.358 2.047 -0.605
C -1.672006 -1.838011 -0.027867 0.634 0.346 3.170 -0.394
C -0.698638 -1.031536 -0.803018 1.526 -0.042 -2.002 -0.258
N 0.675606 0.848970 -0.716206 0.131 0.114 -2.710 -0.168
N 1.411505 1.516478 0.168747 1.505 -1.109 1.000 -0.048
N 1.046517 1.378363 1.447541 0.085 -0.505 0.516 -0.267
N -0.025647 -0.013569 -0.100931 -1.973 -1.309 1.681 -0.278
H 1.005486 3.380993 -0.074683 -1.166 2.628 -1.800 0.210
H 2.959819 3.091124 -0.004583 -2.506 -0.121 -0.436 0.216
H 2.451255 2.557937 2.435589 -0.327 0.993 -0.148 0.203
H 0.701949 3.271255 2.078844 1.115 0.442 0.540 0.203
H -0.878693 -3.674153 -0.619002 1.457 -1.111 -0.120 0.202
H -2.553151 -3.806852 -0.136331 0.042 -0.304 0.702 0.209
H -2.210179 -3.210755 -1.597191 -0.360 0.484 -2.328 0.201
H -1.170168 -1.822520 1.057310 -1.190 -0.621 -2.075 0.216
H -2.645953 -1.375548 0.140391 0.074 0.269 -0.283 0.204
H 0.073239 -1.752776 -1.151756 -0.054 0.014 -0.005 0.165
H -1.109891 -0.654289 -1.726393 -0.630 0.249 -0.712 0.164
H 1.013434 0.756375 -1.714818 -0.134 0.126 1.409 0.360
```
Forces are in eV/Å.

Properties
**Relative energy (zero: lowest compared OMol25 entry of this formula, charge and spin)**: 718.7 kJ/mol
**E**: -11332.7725 eV
**LUMO energy (alpha / beta)**: 0.91 / 0.93 eV
**Kohn-Sham gap (alpha / beta)**: 7.7 / 7.7 eV
**Charge**: 0
**Max |F|**: 3.9 eV Å⁻¹

The following is a DFT calculation (wB97M-V/def2-TZVPD) of a cluster of 10 separate species, C45H65N5O5 in total.

Geometry as XYZ:
```
120
Properties=species:S:1:pos:R:3:forces:R:3:lowdin_charge:R:1
C -5.802026 4.027470 -0.970774 -1.200 2.617 0.665 -0.102
C -5.191039 5.091163 -0.319006 0.626 0.550 0.803 -0.068
C -3.794833 5.201298 -0.277777 -0.530 -2.755 -2.339 -0.135
N -3.074666 4.338044 -1.060940 -0.575 -1.668 0.126 0.048
C -3.706726 3.258880 -1.718376 0.528 3.264 1.615 -0.104
C -5.084489 3.150327 -1.680184 1.073 -2.015 -0.726 -0.105
H -6.878135 3.994259 -1.056134 -0.145 -0.044 0.359 0.111
H -5.737908 5.871866 0.188766 -0.420 -0.189 0.125 0.097
H -3.256431 5.890983 0.355349 0.054 0.256 -0.288 0.092
H -3.093034 2.566015 -2.274903 0.243 0.201 0.002 0.084
H -5.641295 2.347159 -2.139830 0.355 -0.267 -0.318 0.102
C -4.400468 -2.143165 -1.491578 -1.608 0.755 0.179 -0.066
C -4.467190 -1.241124 -2.563546 -0.819 -0.738 0.068 -0.072
C -5.707876 -1.045171 -3.229938 -0.230 -1.794 1.410 -0.129
N -6.905191 -1.600423 -2.792586 2.554 0.598 0.249 0.042
C -6.822714 -2.338275 -1.649370 0.537 0.963 -1.480 -0.143
C -5.611135 -2.664148 -1.026264 -0.382 0.271 -0.111 -0.076
H -3.534175 -2.340086 -0.877438 0.310 0.231 -0.490 0.066
H -3.552768 -0.764984 -2.885274 -0.108 0.124 -0.338 0.064
H -5.675883 -0.570762 -4.199633 -0.470 0.402 0.054 0.088
H -7.805200 -2.633743 -1.312008 0.137 -0.398 0.394 0.094
H -5.600754 -3.286138 -0.143426 -0.147 -0.064 -0.083 0.079
C 4.099940 2.783887 0.817296 0.834 -2.161 1.821 -0.038
C 5.262452 3.344943 0.333764 -1.915 1.799 -0.983 -0.119
C 6.414239 3.281651 1.007660 2.173 -2.739 3.396 -0.140
N 6.577075 2.490821 2.144739 -1.377 0.853 -1.208 0.055
C 5.463183 1.837063 2.610352 2.180 1.005 -1.339 -0.163
C 4.238016 1.936149 1.992028 -0.829 1.037 -2.192 -0.072
H 3.190421 2.840577 0.237691 -0.186 0.019 0.232 0.091
H 5.253511 4.035573 -0.496506 -0.268 -0.297 -0.458 0.108
H 7.331494 3.704826 0.625609 0.012 0.255 0.094 0.102
H 5.715356 1.162533 3.415220 -0.495 -0.038 0.267 0.094
H 3.417002 1.292242 2.270798 -0.174 0.176 0.320 0.080
C -0.865876 0.718254 6.458000 -2.301 0.767 -1.272 -0.044
C -1.971438 1.394932 7.051600 0.859 -0.644 -0.994 -0.077
C -3.082373 1.671495 6.255565 -0.013 -1.258 -1.706 -0.144
N -3.255066 1.225523 4.964768 1.205 0.329 1.264 0.062
C -2.217312 0.543894 4.401625 -1.615 1.358 1.317 -0.164
C -1.045681 0.333128 5.090519 1.230 -0.359 1.682 -0.098
H 0.062632 0.543701 6.981266 -0.058 -0.153 0.022 0.097
H -2.027167 1.678422 8.092232 0.363 0.113 0.048 0.094
H -3.922628 2.209961 6.668411 -0.091 0.065 0.008 0.096
H -2.425535 0.230966 3.389144 0.343 -0.247 -0.111 0.095
H -0.239869 -0.233448 4.647722 0.098 0.040 -0.304 0.090
C -2.911754 -6.040357 2.395223 -1.345 0.455 -1.685 -0.060
C -2.359723 -4.951402 1.670292 -1.540 -1.597 0.114 -0.047
C -2.983202 -4.647332 0.427069 -0.186 -0.441 0.976 -0.139
N -4.099776 -5.238050 -0.050288 1.235 -0.575 0.389 0.052
C -4.598257 -6.275283 0.645537 0.858 0.189 0.270 -0.148
C -4.072204 -6.682803 1.863024 1.546 0.737 0.708 -0.071
H -2.509057 -6.453545 3.308188 0.205 0.388 0.141 0.095
H -1.541151 -4.417930 2.130453 0.236 0.168 -0.561 0.088
H -2.525786 -3.928959 -0.237081 -0.058 0.296 0.094 0.081
H -5.331727 -6.901268 0.159158 -0.535 0.372 -0.005 0.103
H -4.486064 -7.483647 2.457808 -0.193 -0.226 -0.320 0.093
C 0.112455 0.191601 -1.121620 -0.416 1.974 -0.986 -0.163
C 0.641990 -0.435816 0.101648 0.911 0.031 1.786 -0.172
C -0.555192 -1.142815 0.762590 0.425 0.696 -1.876 -0.148
O -1.639321 -0.685505 -0.073641 -1.628 -1.521 1.407 -0.175
C -1.361721 0.482878 -0.834025 0.060 -1.714 0.240 -0.165
H 0.249265 -0.557648 -1.901365 -0.421 0.526 -0.552 0.100
H 0.634042 1.127712 -1.320937 0.316 -0.193 -0.513 0.112
H 1.012543 0.326918 0.786504 0.260 0.037 0.079 0.103
H 1.473318 -1.074670 -0.196401 0.008 -0.188 0.478 0.100
H -0.676981 -0.895225 1.817091 -0.202 0.141 -0.007 0.099
H -0.421459 -2.218280 0.646074 -0.526 -0.132 0.077 0.107
H -1.740524 1.348109 -0.289966 0.997 0.522 0.238 0.111
H -2.037499 0.432199 -1.687756 0.273 -0.160 -0.351 0.087
C 6.545393 -2.827012 0.881135 1.155 -0.485 3.312 -0.170
C 5.094878 -3.034283 1.466707 2.450 -0.308 0.992 -0.136
C 4.353131 -2.223343 0.481438 -1.343 -0.430 -1.275 -0.218
O 5.036813 -2.463081 -0.741170 -1.983 -0.271 -1.498 -0.138
C 6.403010 -2.522100 -0.547368 0.361 0.141 -0.259 -0.249
H 7.188854 -3.699058 0.997733 -0.300 -0.322 0.191 0.105
H 7.094903 -2.094839 1.472801 -0.236 0.496 -0.136 0.109
H 5.032325 -2.791098 2.527387 0.035 0.785 -0.102 0.108
H 4.912073 -4.107047 1.528923 -0.635 -0.007 -0.904 0.111
H 4.262987 -1.142576 0.590549 0.346 0.164 0.817 0.115
H 3.338083 -2.597004 0.346707 -0.133 0.034 -0.165 0.112
H 6.819362 -1.570353 -0.877423 0.544 -0.053 0.019 0.123
H 6.861776 -3.384832 -1.030416 -0.277 0.343 -1.009 0.123
C -0.525991 3.154275 2.389922 -0.401 -1.218 -1.878 -0.195
C 0.559614 3.227025 3.400689 0.925 -0.429 -0.024 -0.186
C -0.041222 4.012634 4.523841 -1.587 1.487 -0.628 -0.142
O -0.825055 4.989668 3.754216 0.458 1.033 0.211 -0.150
C -1.399805 4.355578 2.619615 -0.961 -0.032 0.556 -0.203
H -0.926990 2.141486 2.429358 -0.970 0.271 0.087 0.090
H -0.108374 3.219017 1.385185 0.120 -0.065 -0.122 0.107
H 1.327833 3.810055 2.892746 0.587 -0.023 0.758 0.118
H 0.881924 2.203289 3.590895 0.431 0.221 0.448 0.103
H 0.630910 4.568279 5.177758 0.118 -0.004 -0.264 0.122
H -0.827926 3.583404 5.144280 0.457 -1.075 0.146 0.108
H -1.505343 4.992735 1.741551 0.989 0.515 0.087 0.099
H -2.461779 4.178261 2.789485 -0.164 -0.758 0.553 0.113
C 4.567125 0.048583 -3.814282 0.028 0.166 0.356 -0.138
C 3.430441 0.363335 -2.828981 -1.131 0.122 -0.482 -0.164
C 3.297481 1.865169 -2.976974 0.591 -0.415 0.823 -0.225
O 4.667581 2.216174 -2.899812 0.586 1.451 0.058 -0.168
C 5.443021 1.330269 -3.737436 -1.998 -0.038 0.080 -0.157
H 4.147378 -0.168978 -4.796409 0.340 -0.080 -0.035 0.108
H 5.198832 -0.749038 -3.423310 -0.426 -0.442 -0.414 0.097
H 3.753523 0.066398 -1.831216 -0.331 0.197 0.149 0.105
H 2.448065 -0.030688 -3.089364 0.252 -0.892 0.026 0.088
H 2.699056 2.422949 -2.256645 0.557 -0.247 0.971 0.101
H 2.717438 2.176911 -3.845582 0.697 -0.235 -1.147 0.116
H 6.378011 1.030324 -3.264233 0.126 0.832 -0.059 0.115
H 5.514465 1.879025 -4.676519 0.681 -0.463 -0.233 0.115
C -1.120477 -1.646876 -5.512641 -0.337 0.271 -0.325 -0.159
C -1.128452 -2.190642 -4.080816 -0.163 -0.816 -0.936 -0.171
C 0.297487 -2.653091 -3.989867 -0.395 0.132 0.144 -0.253
O 0.965892 -1.603913 -4.582541 2.696 1.790 -1.025 -0.176
C 0.247762 -0.957224 -5.682242 -0.494 -1.130 1.866 -0.130
H -1.970302 -0.981958 -5.666806 0.017 -0.102 -0.348 0.109
H -1.204404 -2.547474 -6.120906 -0.019 0.357 -0.579 0.112
H -1.723025 -3.103244 -4.122384 -0.835 0.465 0.817 0.119
H -1.404146 -1.383228 -3.402451 -0.033 -0.534 0.454 0.092
H 0.456995 -3.577773 -4.544495 -0.183 -0.330 -0.214 0.121
H 0.699588 -2.836462 -2.993473 -0.010 0.314 0.141 0.122
H 0.758627 -1.070993 -6.638366 -0.057 -0.444 0.042 0.112
H 0.239999 0.107940 -5.451007 -0.177 0.053 0.039 0.111
```
Forces are in eV/Å.

Properties
**Relative energy (zero: lowest compared OMol25 entry of this formula, charge and spin)**: 382.5 kJ/mol
**E**: -65399.6109 eV
**LUMO energy**: 0.23 eV
**Kohn-Sham gap**: 9.5 eV
**SMILES string**: c1ccncc1.c1ccncc1.c1ccncc1.c1ccncc1.c1ccncc1.C1CCOC1.C1CCOC1.C1CCOC1.C1CCOC1.C1CCOC1
**Charge**: 0
**Max |F|**: 4.9 eV Å⁻¹

The following is a DFT calculation (wB97M-V/def2-TZVPD) of a structure of composition CH3IS.

Geometry as XYZ:
```
6
Properties=species:S:1:pos:R:3:forces:R:3:nbo_charge:R:1
C -0.901600 0.938432 0.583359 0.269 -0.591 -0.333 -0.563
S -0.881508 -0.029030 1.898913 1.743 -0.764 -1.191 0.283
I -2.265021 2.393932 0.268741 -0.393 0.511 0.246 0.231
H 0.742268 -1.567435 0.630973 1.685 0.343 0.193 -0.010
H 1.486740 -1.345876 0.783358 -1.433 -0.527 -0.379 0.010
H -1.638993 0.380379 2.849682 -1.871 1.029 1.465 0.049
```
Forces are in eV/Å.

Properties
**Relative energy (zero: lowest compared OMol25 entry of this formula, charge and spin)**: 326.8 kJ/mol
**E**: -20017.5291 eV
**LUMO energy**: -0.60 eV
**Kohn-Sham gap**: 8.0 eV
**Charge**: 0
**Max |F|**: 2.6 eV Å⁻¹

The following is a DFT calculation (wB97M-V/def2-TZVPD) of a structure of composition C17H21CoN4S.

Geometry as XYZ:
```
44
Properties=species:S:1:pos:R:3:forces:R:3:mulliken_spin:R:1
Co -0.248124 -0.222898 0.046900 -0.590 0.686 -0.086 2.821
N -2.151863 -0.318319 0.742944 -1.789 -0.013 0.539 0.089
C -3.457146 -0.166580 -0.043017 -0.223 1.294 -0.060 0.002
C -4.258750 1.107046 0.356201 -0.647 -0.946 -0.416 0.006
N -3.803387 2.317391 -0.262238 0.525 0.742 0.425 0.000
C -2.523979 2.945847 0.104456 -1.075 0.622 -0.699 0.000
C -1.272589 2.487232 -0.684338 -1.992 -0.833 -0.959 0.009
N -0.299695 1.775716 0.114383 0.371 0.371 1.661 0.009
H -2.169884 -1.275884 1.128395 -0.040 0.927 0.215 0.001
H -2.199196 0.370849 1.508931 -0.134 -0.705 -0.041 0.004
H -4.093378 -1.021470 0.170343 0.126 -0.131 -0.214 0.000
H -3.268952 -0.026606 -1.105876 0.248 -0.603 -0.090 -0.002
H -4.267705 1.065126 1.446429 -0.205 0.549 0.468 -0.002
H -5.322381 1.050774 -0.015117 1.042 -0.613 0.589 0.001
H -4.535324 3.036716 -0.190663 0.518 -0.637 -0.139 0.000
H -2.306224 3.028656 1.199106 -0.167 -0.153 -0.480 0.001
H -2.726540 3.962804 -0.297113 0.516 -0.364 0.790 0.000
H -0.938224 3.434616 -1.065862 0.982 -0.061 -0.565 0.005
H -1.562765 1.759195 -1.513031 0.138 1.417 0.743 0.003
H -0.199729 2.155973 1.056834 -0.571 0.059 0.075 0.003
H 0.619119 1.900372 -0.202294 1.416 0.616 -1.230 0.000
S 3.898549 -2.055307 -0.286927 -1.810 1.448 0.824 -0.007
C 4.165409 -0.361725 0.157283 0.670 -1.060 -1.899 0.145
C 5.419228 0.199033 -0.033406 0.710 0.893 0.510 -0.065
C 5.547857 1.579252 0.091860 -1.534 0.909 0.455 0.195
C 4.340960 2.376699 0.193069 -1.967 -1.750 0.497 0.018
C 3.044509 1.803134 0.365620 1.812 0.749 -0.434 0.030
C 2.943025 0.374561 0.277849 0.148 0.082 0.617 0.171
N 1.840106 -0.420907 0.228632 1.231 -0.066 -0.774 0.146
C 2.160322 -1.698739 -0.124202 -0.559 -0.655 0.358 0.019
C 1.060612 -2.633203 -0.276937 0.291 0.644 0.383 0.106
C 1.262139 -4.002797 -0.339238 1.480 -1.783 -0.601 0.028
C 0.164997 -4.886900 -0.349254 3.503 -0.187 -0.193 0.037
C -1.078461 -4.371748 -0.300746 -2.327 1.364 -1.443 0.135
C -1.298328 -2.974102 -0.464418 0.194 -1.574 1.121 -0.126
C -0.285036 -2.099927 -0.322263 1.922 0.030 -0.562 0.216
H 6.303371 -0.389962 -0.274854 -0.292 -0.076 0.297 0.001
H 6.472818 2.155810 0.210784 -0.090 -0.707 -0.598 0.003
H 4.351458 3.449113 0.134070 0.435 0.268 0.201 0.000
H 2.200405 2.509967 0.506277 0.716 -0.803 -0.111 -0.007
H 2.345702 -4.350417 -0.463198 -1.792 0.057 0.310 -0.002
H 0.364080 -5.941755 -0.516507 -0.201 0.092 0.422 0.003
H -1.945881 -5.012559 -0.382586 0.003 -0.204 0.313 0.003
H -2.291109 -2.614068 -0.526263 -0.992 0.103 -0.218 0.001
```
Forces are in eV/Å.

Properties
**Relative energy (zero: lowest compared OMol25 entry of this formula, charge and spin)**: 204.5 kJ/mol
**E**: -72374.2879 eV
**LUMO energy (alpha / beta)**: -7.21 / -10.20 eV
**Expectation value of S²**: 6.0606
**Kohn-Sham gap (alpha / beta)**: 7.2 / 4.4 eV
**Charge**: +2
**Max |F|**: 3.5 eV Å⁻¹
**2S+1**: 5

Number 1 is which compound?
C5H12N4